11
Properties=species:S:1:pos:R:3 method="wB97M-V/def2-TZVPD" total_charge=0 lumo_energy_ev=0.13 de_lowest_kcal_mol=31.8 mol_weight_da=128.07 fmax_ev_per_a=3.30 homo_ev=-8.4510 gap_ev=8.6
C 0.09128 1.43998 -0.53300
O 1.37087 -1.18113 0.01794
P -0.11099 -1.88178 -0.22883
P -0.95945 0.07972 0.12322
S -2.92098 -0.12093 0.00259
H 0.96862 1.16232 0.12886
H 0.46599 1.47866 -1.59195
H -0.31627 2.39001 -0.14665
H 2.00484 -1.33201 -0.62839
H -0.40918 -2.06673 1.08649
H -0.18472 0.03189 1.76972



12
Properties=species:S:1:pos:R:3 method="wB97M-V/def2-TZVPD" total_charge=0 lumo_energy_ev=0.33 de_lowest_kcal_mol=0.0 mol_weight_da=157.95 fmax_ev_per_a=1.81 homo_ev=-8.2883 gap_ev=8.6 smiles="O=CP(#[PH2])[PH]#[PH2]"
C 1.90442 -0.88958 -0.10248
O 2.74964 -0.16393 -0.54268
P -2.72395 0.40901 0.01163
P 0.62195 1.89579 0.01065
P -1.20141 -1.19378 -0.00178
P 0.44126 -0.08320 0.93600
H 1.86533 -2.06030 -0.14577
H -3.64796 -0.28097 -0.86308
H -1.86948 0.93240 -1.05213
H 1.41452 2.14362 1.17549
H 1.85758 1.28933 -0.50525
H -1.41190 -1.99839 1.07940



9
Properties=species:S:1:pos:R:3 method="wB97M-V/def2-TZVPD" total_charge=-1 lumo_energy_ev="3.57 / 3.56" de_lowest_kcal_mol=5.6 mol_weight_da=66.12 fmax_ev_per_a=0.40 homo_ev="1.0317 / -5.2914" gap_ev="2.5 / 8.9" spin_multiplicity=2
S -1.98263 -0.11196 -1.68256
H -1.48686 1.05876 -1.17732
H -3.13244 0.46732 -2.06825
C 1.02255 -0.15112 0.47388
O 1.33474 -1.02933 1.55179
H 1.01458 -0.73330 -0.44795
H 1.77500 0.64381 0.38518
H 0.06007 0.34603 0.62065
H 1.39500 -0.49021 2.34458



10
Properties=species:S:1:pos:R:3 method="wB97M-V/def2-TZVPD" total_charge=0 lumo_energy_ev=0.52 de_lowest_kcal_mol=7.0 mol_weight_da=98.19 fmax_ev_per_a=0.58 homo_ev=-8.1346 gap_ev=8.7 smiles=CSS.O
C 0.33578 -2.01127 1.40032
S 0.06483 -1.03130 -0.09325
S -0.87740 0.50583 0.94974
H 0.65803 -3.02589 1.20472
H 1.09635 -1.51096 1.99824
H -0.60005 -2.03502 1.93783
H -1.08770 1.24110 -0.13967
H 1.56923 2.42476 -1.88690
H 1.54033 3.25010 -3.13807
O 1.01700 2.59591 -2.66329